1.
Here is a structure of composition C43H44BrN11RbSbSe from OMol25. Energies are from ωB97M-V/def2-TZVPD.

Results
Total charge   -2
LUMO level   3.84 eV
F_max   0.0456 hartree/bohr
Kohn-Sham gap   5.974 eV
Energy relative to the best compared isomer or geometry (same formula, charge and spin)   92.69 kJ/mol

Element x y z (Å)
Rb 2.74 0.27 -1.94
C 3.81 2.48 2.01
C 3.63 1.00 1.77
C 2.48 0.33 2.18
C 2.28 -1.02 1.89
C 1.04 -1.73 2.35
C 3.24 -1.70 1.15
C 4.41 -1.06 0.75
C 5.44 -1.78 -0.10
C 4.59 0.28 1.07
H 3.02 2.87 2.64
H 3.79 3.01 1.05
H 4.77 2.68 2.48
H 1.71 0.88 2.73
H 0.69 -2.43 1.59
H 0.25 -1.03 2.59
H 1.24 -2.32 3.26
H 3.07 -2.74 0.87
H 6.32 -2.05 0.50
H 5.78 -1.14 -0.91
H 5.03 -2.70 -0.52
H 5.47 0.80 0.71
C -2.84 -3.35 -1.85
C -1.97 -2.44 -2.68
C -2.30 -2.12 -3.99
C -1.46 -1.34 -4.75
C -0.28 -0.92 -4.15
Br 0.97 0.05 -5.20
N 0.06 -1.17 -2.91
C -0.78 -1.92 -2.18
H -3.39 -4.04 -2.48
H -3.57 -2.78 -1.26
H -2.24 -3.94 -1.15
H -3.23 -2.50 -4.42
H -1.68 -1.09 -5.78
H -0.46 -2.15 -1.18
N 2.17 3.79 -2.85
C 3.28 2.96 -2.61
N 3.90 2.27 -3.57
N 4.88 1.62 -2.92
N 4.83 1.90 -1.64
N 3.82 2.76 -1.41
C 0.89 3.28 -2.51
N -0.21 3.74 -3.08
N -1.19 3.03 -2.50
N -0.69 2.19 -1.65
N 0.66 2.32 -1.62
H 2.16 4.14 -3.79
C -2.64 -2.34 1.54
C -3.59 -1.38 2.22
C -4.71 -1.90 2.87
C -5.60 -1.07 3.54
C -5.38 0.30 3.55
C -4.27 0.82 2.90
C -3.35 0.00 2.23
Sb -1.68 0.91 1.09
C -3.03 2.45 0.43
C -3.17 3.66 1.10
C -4.06 4.63 0.65
C -4.84 4.38 -0.47
C -4.70 3.17 -1.14
C -3.80 2.20 -0.71
C -3.65 0.91 -1.48
C -0.91 1.96 2.82
C -1.20 1.49 4.11
C -0.63 2.07 5.24
C 0.25 3.13 5.10
C 0.56 3.60 3.83
C 0.01 3.02 2.68
C 0.47 3.49 1.33
H -3.06 -3.35 1.51
H -1.68 -2.39 2.05
H -2.43 -2.03 0.51
H -4.88 -2.97 2.86
H -6.47 -1.49 4.03
H -6.06 0.97 4.06
H -4.11 1.90 2.91
H -2.57 3.86 1.98
H -4.15 5.57 1.18
H -5.53 5.12 -0.84
H -5.29 2.98 -2.03
H -4.30 0.89 -2.35
H -3.90 0.04 -0.85
H -2.61 0.80 -1.82
H -1.89 0.67 4.24
H -0.87 1.68 6.22
H 0.70 3.59 5.97
H 1.26 4.42 3.71
H 0.96 4.47 1.40
H -0.34 3.57 0.61
H 1.19 2.80 0.89
Se 1.37 -4.87 -1.21
C 2.76 -5.45 -2.36
C 3.76 -4.59 -2.84
C 4.77 -5.05 -3.67
N 4.89 -6.32 -4.09
C 3.93 -7.15 -3.64
C 2.88 -6.78 -2.81
H 3.73 -3.55 -2.55
H 5.53 -4.36 -4.02
H 4.01 -8.18 -3.97
H 2.15 -7.51 -2.50

***

2.
Here is a structure of composition C43H44CoF3N5OP from OMol25. Energies are from ωB97M-V/def2-TZVPD.

Results
Total charge   -1
LUMO level (spin up / spin down)   2.60 / 2.60 eV
Multiplicity   2
F_max   0.0133 hartree/bohr
Kohn-Sham gap (spin up / spin down)   6.345 / 6.658 eV
Energy relative to the best compared isomer or geometry (same formula, charge and spin)   20.18 kJ/mol

Element x y z (Å)
Co 0.71 -0.20 -0.79
C -2.69 3.99 1.97
C -1.70 4.05 3.10
C -2.09 4.45 4.37
C -1.18 4.50 5.42
C 0.14 4.16 5.20
C 0.56 3.79 3.93
C -0.36 3.71 2.89
N 0.07 3.34 1.59
C 0.54 2.08 1.21
N 0.84 1.25 2.24
C 1.15 -0.14 2.22
C 1.12 -0.89 1.04
C 1.49 -2.23 1.23
C 1.80 -2.80 2.45
C 1.77 -2.01 3.59
C 1.46 -0.66 3.49
C 1.46 0.21 4.72
N 0.71 1.79 -0.04
C 0.34 2.84 -0.93
C -0.96 2.86 -1.44
C -1.36 3.91 -2.25
C -0.47 4.93 -2.57
C 0.83 4.88 -2.08
C 1.25 3.84 -1.26
C 2.66 3.78 -0.74
H -3.70 4.17 2.33
H -2.67 3.01 1.48
H -2.47 4.73 1.20
H -3.12 4.71 4.54
H -1.51 4.80 6.41
H 0.86 4.20 6.01
H 1.60 3.56 3.74
H -0.41 3.80 0.83
H 0.56 1.60 3.13
H 1.55 -2.88 0.37
H 2.05 -3.85 2.52
H 1.99 -2.43 4.57
H 1.75 -0.38 5.59
H 0.48 0.63 4.93
H 2.16 1.04 4.63
H -1.59 2.01 -1.23
H -2.37 3.92 -2.66
H -0.78 5.75 -3.21
H 1.54 5.65 -2.35
H 3.30 4.49 -1.26
H 3.06 2.77 -0.87
H 2.69 4.01 0.33
N 1.68 -2.95 -2.27
P 0.13 -2.42 -1.76
C -0.92 -2.60 -3.24
C -1.89 -1.63 -3.46
C -2.74 -1.74 -4.55
C -2.63 -2.81 -5.42
C -1.67 -3.79 -5.20
C -0.83 -3.68 -4.10
C -0.48 -3.91 -0.88
C 0.31 -5.01 -0.56
C -0.23 -6.08 0.13
C -1.56 -6.07 0.52
C -2.35 -4.97 0.21
C -1.81 -3.90 -0.48
C 2.81 -2.20 -2.02
C 4.08 -2.66 -2.42
C 5.19 -1.91 -2.13
C 5.04 -0.71 -1.43
C 3.76 -0.33 -1.08
N 2.68 -1.04 -1.37
H 1.83 -3.76 -2.85
H -1.98 -0.80 -2.76
H -3.50 -0.98 -4.72
H -3.29 -2.88 -6.28
H -1.58 -4.63 -5.87
H -0.10 -4.47 -3.91
H 1.36 -5.02 -0.83
H 0.40 -6.93 0.38
H -1.98 -6.90 1.07
H -3.39 -4.94 0.52
H -2.42 -3.03 -0.71
H 4.16 -3.60 -2.95
H 6.17 -2.26 -2.43
H 5.89 -0.09 -1.18
H 3.58 0.60 -0.55
C -3.62 0.42 0.09
C -2.20 -0.03 0.48
C -2.32 -1.19 1.48
O -1.46 -0.34 -0.63
H -4.24 0.64 0.97
H -4.09 -0.39 -0.48
H -3.59 1.30 -0.55
H -1.75 0.82 1.05
H -2.87 -2.02 1.02
H -2.86 -0.89 2.39
H -1.33 -1.56 1.76
F 1.82 1.43 -2.84
C 0.78 0.49 -2.72
F -0.26 1.11 -3.36
F 1.18 -0.46 -3.67

***

3.
Here is a structure of composition C43H44O5PtS3 from OMol25. Energies are from ωB97M-V/def2-TZVPD.

Results
Total charge   -2
LUMO level   3.94 eV
F_max   0.0160 hartree/bohr
Kohn-Sham gap   4.306 eV
Energy relative to the best compared isomer or geometry (same formula, charge and spin)   79.58 kJ/mol

Element x y z (Å)
Pt 1.48 0.63 -0.27
C 5.78 2.38 -0.23
C 4.28 2.18 -0.13
S 3.75 0.51 -0.25
C 3.41 3.17 0.05
C 3.79 4.63 0.12
S 1.69 2.87 0.18
H 6.27 1.41 -0.33
H 6.19 2.87 0.67
H 6.05 2.99 -1.10
H 4.87 4.77 0.20
H 3.32 5.11 0.98
H 3.44 5.16 -0.77
C -3.26 -1.65 -4.21
C -1.75 -1.57 -4.11
C -1.09 -2.15 -5.36
O -1.35 -2.27 -2.96
C -0.20 -1.58 -2.47
C -0.52 -0.10 -2.74
O -1.30 -0.22 -3.95
C -1.16 0.83 -1.67
O -0.60 0.57 -0.44
C -0.94 2.31 -2.10
C -0.50 2.72 -3.35
C -0.33 4.07 -3.64
C -0.62 5.03 -2.68
C -1.10 4.63 -1.44
C -1.24 3.29 -1.15
C -2.70 0.75 -1.58
C -3.54 1.19 -2.61
C -4.91 1.22 -2.45
C -5.49 0.82 -1.25
C -4.67 0.41 -0.21
C -3.29 0.39 -0.37
C 0.37 -2.11 -1.13
O 1.47 -1.34 -0.83
C 0.90 -3.53 -1.49
C 0.12 -4.68 -1.43
C 0.66 -5.92 -1.75
C 1.99 -6.04 -2.13
C 2.77 -4.89 -2.20
C 2.24 -3.65 -1.88
C -0.60 -2.33 0.03
C 0.00 -2.54 1.27
C -0.76 -2.89 2.38
C -2.14 -3.04 2.27
C -2.74 -2.82 1.04
C -1.98 -2.47 -0.07
H -3.55 -2.70 -4.35
H -3.61 -1.07 -5.06
H -3.72 -1.27 -3.30
H -1.39 -3.19 -5.49
H 0.00 -2.10 -5.27
H -1.39 -1.57 -6.23
H 0.63 -1.78 -3.17
H 0.42 0.39 -2.99
H -0.30 1.99 -4.12
H 0.03 4.37 -4.61
H -0.47 6.09 -2.89
H -1.33 5.37 -0.68
H -1.57 2.96 -0.17
H -3.10 1.51 -3.54
H -5.54 1.56 -3.27
H -6.57 0.84 -1.12
H -5.10 0.11 0.74
H -2.63 0.11 0.43
H -0.92 -4.61 -1.14
H 0.04 -6.81 -1.68
H 2.41 -7.01 -2.36
H 3.81 -4.97 -2.50
H 2.83 -2.75 -1.89
H 1.07 -2.40 1.36
H -0.27 -3.07 3.33
H -2.73 -3.31 3.13
H -3.82 -2.91 0.94
H -2.46 -2.32 -1.02
C 1.66 1.37 8.99
C 1.58 1.21 7.49
C 1.55 2.32 6.66
C 1.48 2.18 5.27
C 1.44 0.91 4.71
C 1.48 -0.20 5.53
C 1.54 -0.05 6.91
S 1.52 0.69 2.90
C -0.27 0.79 2.72
O 1.92 -0.74 2.76
H 1.78 2.41 9.27
H 2.49 0.80 9.40
H 0.75 1.00 9.47
H 1.58 3.32 7.09
H 1.46 3.05 4.63
H 1.47 -1.18 5.06
H 1.56 -0.93 7.55
H -0.72 0.03 3.36
H -0.50 0.60 1.67
H -0.59 1.79 3.00